Molecular formula: C6H11N
Method: DFT, ωB97M-V/def2-TZVPD

Bonds (Å) are listed after each position.
Atoms and positions in Å:
1 C -0.74918 -1.79404 0.36760  C2 1.530, H8 1.096, H9 1.095, H10 1.097
2 C 0.13621 -0.54762 0.43542  C1 1.530, C3 1.487, C4 1.572, H11 1.101
3 C 1.30099 -0.64643 -0.48362  C2 1.487, H13 1.093, H14 1.091
4 C -0.71260 0.73735 0.11803  C2 1.572, C5 1.534, C6 1.509, H15 1.097
5 C -0.11163 2.01870 0.71029  C4 1.534, H16 1.094, H17 1.095, H18 1.096
6 C -0.71130 0.88151 -1.38387  C4 1.509, N7 1.220
7 N 0.20034 0.37221 -2.01439  C6 1.220, H12 1.016
8 H -1.60296 -1.72071 1.05055  C1 1.096
9 H -0.18196 -2.69394 0.62820  C1 1.095
10 H -1.14312 -1.92661 -0.64747  C1 1.097
11 H 0.48792 -0.40020 1.46777  C2 1.101
12 H 0.93606 -0.26618 -2.30238  N7 1.016
13 H 1.61181 -1.65960 -0.75050  C3 1.093
14 H 2.15012 0.00714 -0.27580  C3 1.091
15 H -1.73463 0.61732 0.49785  C4 1.097
16 H -0.69147 2.89765 0.41497  C5 1.094
17 H -0.10289 1.96328 1.80361  C5 1.095
18 H 0.91830 2.16017 0.36373  C5 1.096

Summary:
Maximum force = 0.65 eV/A
Gap between HOMO and LUMO (alpha / beta) = 8.25 / 8.25 eV
HOMO level (alpha / beta) = -7.3146 / -7.3153 eV
Energy above the lowest of the compared OMol25 structures with the same formula, charge and spin = 412.9 kJ/mol